This record from the OMol25 dataset describes C48H66Br3F5N2O21 as an isolated structure at a distorted geometry. The level of theory is wB97M-V/def2-TZVPD.

The molecular weight comes out at 1341.8 u. For the total energy, the calculation gives -11779.19625 a.u. The lowest unoccupied orbital energy is -0.008 Ha. As for the total charge: 0. The highest occupied orbital energy is -8.88 eV.

Last column: Mulliken charge in e.
Positions of all 145 atoms, in Å:
1 C 3.561 -0.354 1.038  -0.080
2 C 3.889 -1.900 0.736  0.171
3 N 2.881 -2.698 0.016  -0.068
4 C 2.691 -2.444 -1.427  -0.462
5 C 4.149 -2.522 -2.215  -0.129
6 C 4.594 -1.112 -2.843  1.123
7 O 4.908 -0.067 -2.201  -0.652
8 C 4.726 -0.997 -4.459  0.218
9 C 5.193 -2.220 -5.360  -0.323
10 C 5.301 -2.175 -6.912  -0.569
11 C 4.937 -0.858 -7.680  -0.405
12 C 4.513 0.405 -6.826  -0.562
13 C 4.414 0.328 -5.255  -0.066
14 O 2.134 -1.219 -1.857  0.918
15 C 0.798 -0.877 -1.698  -1.930
16 O -0.189 -1.693 -2.415  -0.279
17 Br 0.068 -0.951 0.198  -0.040
18 C 0.486 0.645 -2.330  1.275
19 C 1.203 0.627 -3.723  1.098
20 C 0.973 1.742 -4.826  -0.175
21 O 0.086 1.639 -5.728  -0.522
22 F 1.806 2.921 -5.023  -0.279
23 C 1.088 1.623 -1.177  0.195
24 C 1.617 3.064 -1.618  0.379
25 C 0.529 3.980 -2.423  -0.934
26 C 3.110 3.110 -2.243  -0.936
27 O -0.931 0.719 -2.185  0.027
28 C -1.772 0.942 -3.280  0.303
29 C -3.284 1.131 -2.664  -1.011
30 C -3.914 -0.244 -2.113  -0.322
31 C -5.481 -0.439 -2.391  0.034
32 F -5.752 -1.864 -2.181  -0.346
33 Br -6.061 -0.050 -4.249  0.028
34 C -6.456 0.345 -1.363  0.578
35 F -6.027 0.315 -0.004  -0.203
36 F -7.727 -0.361 -1.386  -0.236
37 Br -6.751 2.179 -2.066  -0.105
38 N -1.903 -0.133 -4.320  -0.414
39 C -2.708 0.188 -5.277  0.677
40 O -3.331 0.726 -6.225  -0.545
41 C 1.991 -3.823 -1.991  -0.644
42 F 1.650 -3.720 -3.409  -0.465
43 C 0.821 -4.413 -1.072  -0.545
44 C -0.519 -4.818 -1.927  -0.853
45 H 4.344 -0.016 1.831  0.558
46 H 3.796 0.261 0.102  -0.081
47 H 2.544 -0.150 1.512  -0.515
48 H 4.968 -1.923 0.325  -0.341
49 H 3.991 -2.389 1.791  0.491
50 H 3.201 -3.690 0.084  0.443
51 H 4.091 -3.247 -3.122  0.357
52 H 4.970 -3.010 -1.538  -0.160
53 H 5.450 -3.226 -4.847  0.207
54 H 5.625 -3.112 -7.510  0.311
55 H 4.966 -0.783 -8.831  0.304
56 H 4.246 1.399 -7.334  0.341
57 H 4.080 1.261 -4.687  0.259
58 H -0.974 -1.846 -1.844  0.398
59 H 1.013 -0.391 -4.253  0.883
60 H 2.354 0.630 -3.547  -1.123
61 H 1.961 1.068 -0.692  -0.791
62 H 0.235 1.850 -0.420  0.078
63 H 1.730 3.644 -0.611  0.604
64 H 0.083 4.786 -1.712  0.277
65 H 0.978 4.556 -3.302  0.234
66 H -0.343 3.288 -2.690  0.115
67 H 3.548 2.090 -2.519  0.080
68 H 3.846 3.558 -1.461  0.305
69 H 3.137 3.873 -3.119  0.230
70 H -1.584 1.948 -3.833  0.291
71 H -3.119 1.803 -1.728  0.323
72 H -3.966 1.736 -3.359  0.589
73 H -3.387 -1.197 -2.475  0.073
74 H -3.790 -0.244 -0.957  0.366
75 H 2.855 -4.602 -1.963  0.815
76 H 0.527 -3.786 -0.164  0.164
77 H 1.188 -5.430 -0.641  0.450
78 H -1.299 -3.984 -1.955  0.058
79 H -0.270 -5.274 -2.947  0.250
80 H -1.001 -5.678 -1.309  0.367
81 C -2.235 2.199 3.956  -1.632
82 C -0.752 2.384 4.196  0.844
83 C -0.071 3.208 3.144  -0.303
84 O 1.259 2.705 3.176  -0.341
85 C 1.182 1.419 3.622  0.702
86 O 2.088 0.633 3.592  -0.589
87 O -0.065 1.140 4.101  -0.347
88 H -2.753 3.160 3.920  0.388
89 H -2.419 1.660 3.022  0.389
90 H -2.675 1.596 4.755  0.347
91 H -0.579 2.791 5.198  -0.019
92 H -0.086 4.274 3.377  0.376
93 H -0.477 3.056 2.138  0.176
94 C 10.243 -3.614 0.134  -1.500
95 C 9.037 -3.101 -0.623  0.480
96 C 7.902 -2.681 0.266  -0.666
97 O 6.768 -2.895 -0.565  -0.172
98 C 7.109 -3.879 -1.450  0.510
99 O 6.333 -4.446 -2.177  -0.531
100 O 8.445 -4.140 -1.400  -0.356
101 H 10.636 -2.855 0.814  0.372
102 H 9.995 -4.512 0.708  0.359
103 H 11.034 -3.900 -0.565  0.363
104 H 9.332 -2.295 -1.303  0.257
105 H 7.972 -1.633 0.561  0.392
106 H 7.798 -3.298 1.164  0.337
107 C -5.774 -0.978 -8.037  -1.305
108 C -6.983 -0.996 -8.946  0.489
109 C -8.248 -0.543 -8.276  -0.374
110 O -9.248 -1.241 -9.006  -0.339
111 C -8.661 -2.370 -9.495  0.595
112 O -9.256 -3.281 -9.998  -0.535
113 O -7.307 -2.328 -9.334  -0.362
114 H -5.585 0.025 -7.647  0.357
115 H -5.902 -1.667 -7.196  0.296
116 H -4.887 -1.313 -8.581  0.354
117 H -6.782 -0.417 -9.854  0.247
118 H -8.395 0.536 -8.353  0.313
119 H -8.315 -0.838 -7.223  0.268
120 C -0.087 1.369 10.504  -1.610
121 C -0.825 2.451 9.746  1.036
122 C -1.152 2.077 8.331  -0.479
123 O -1.189 3.343 7.681  -0.292
124 C -0.370 4.172 8.391  0.579
125 O -0.018 5.257 8.022  -0.575
126 O -0.002 3.603 9.574  -0.394
127 H -0.669 0.447 10.545  0.346
128 H 0.883 1.158 10.044  0.443
129 H 0.119 1.698 11.526  0.339
130 H -1.720 2.753 10.298  0.016
131 H -2.116 1.572 8.247  0.368
132 H -0.384 1.462 7.851  0.307
133 C -7.308 2.068 12.060  -1.454
134 C -5.826 2.263 12.294  0.492
135 C -5.153 3.090 11.237  -0.550
136 O -3.819 2.596 11.266  -0.269
137 C -3.887 1.310 11.714  0.605
138 O -2.975 0.530 11.685  -0.502
139 O -5.129 1.024 12.198  -0.342
140 H -7.833 3.026 12.024  0.374
141 H -7.492 1.527 11.127  0.361
142 H -7.741 1.463 12.861  0.354
143 H -5.652 2.673 13.295  0.234
144 H -5.174 4.156 11.469  0.339
145 H -5.561 2.934 10.234  0.304

Atoms 1-6, force components in eV/Å:
1.057 -0.162 0.152
1.128 1.026 2.233
0.318 0.234 -0.707
2.270 -3.180 -1.609
0.390 0.254 -0.967
1.424 2.262 0.014